No. 1
A 7-piece molecular cluster, C34H40NO15 overall, computed with ωB97M-V/def2-TZVPD.

Last column: Löwdin spin population.
Cartesian coordinates (Å):
N: 0.87 -0.15 -0.03  0.0000
O: 1.03 0.91 0.53  -0.0001
O: 1.67 -1.06 -0.02  0.0001
O: -0.14 -0.30 -0.67  0.0000
C: -0.84 -3.15 1.69  0.0770
C: -1.90 -3.64 2.50  0.0595
C: -2.60 -4.86 2.22  0.2132
C: -2.33 -5.45 0.97  0.0387
C: -1.26 -5.02 0.24  0.0917
C: -0.49 -3.95 0.62  0.1729
O: 0.59 -3.62 -0.18  0.2106
O: -3.58 -5.43 3.01  0.1297
H: -0.27 -2.29 2.01  0.0006
H: -2.19 -3.11 3.40  0.0000
H: -2.81 -6.37 0.67  -0.0011
H: -1.01 -5.45 -0.72  0.0012
H: 0.90 -2.72 -0.12  0.0028
H: -3.40 -5.27 3.94  0.0024
C: 4.46 -0.65 -5.27  0.0000
C: 4.66 -0.48 -3.84  0.0000
C: 3.73 -0.86 -2.97  0.0000
C: 2.48 -1.45 -3.40  0.0000
C: 2.24 -1.53 -4.75  0.0000
C: 3.24 -1.10 -5.67  0.0000
O: 3.08 -1.32 -7.02  0.0000
O: 3.94 -0.79 -1.64  0.0000
H: 5.30 -0.57 -5.94  0.0000
H: 5.59 -0.08 -3.46  0.0000
H: 1.71 -1.81 -2.75  0.0000
H: 1.33 -1.90 -5.20  0.0000
H: 2.55 -2.12 -7.04  0.0000
H: 3.13 -0.84 -1.14  0.0000
C: -1.05 3.25 1.71  0.0000
C: -2.34 3.88 1.76  0.0000
C: -2.37 5.25 2.02  0.0000
C: -1.22 5.95 2.39  0.0000
C: -0.02 5.32 2.33  0.0000
C: 0.09 4.01 2.01  0.0000
O: 1.35 3.45 1.93  0.0000
O: -3.55 5.95 2.01  0.0000
H: -0.99 2.22 1.39  0.0000
H: -3.17 3.27 1.45  0.0000
H: -1.27 7.00 2.65  0.0000
H: 0.89 5.82 2.62  0.0000
H: 1.19 2.73 1.31  0.0000
H: -4.29 5.53 1.58  0.0000
C: -0.71 1.46 -3.83  0.0000
C: -1.15 2.58 -4.60  0.0000
C: -1.96 2.47 -5.65  0.0000
C: -2.46 1.23 -6.00  0.0000
C: -2.06 0.09 -5.26  0.0000
C: -1.23 0.23 -4.14  0.0000
O: -0.95 -0.92 -3.48  0.0000
O: -2.26 3.60 -6.46  0.0000
H: 0.06 1.61 -3.09  0.0000
H: -0.95 3.62 -4.36  0.0000
H: -3.10 1.19 -6.87  0.0000
H: -2.31 -0.90 -5.61  0.0000
H: -0.44 -0.68 -2.70  0.0000
H: -2.48 3.32 -7.36  0.0000
C: -2.91 0.00 1.42  -0.0001
C: -3.72 -0.58 2.40  -0.0002
C: -5.01 -0.16 2.53  0.0003
C: -5.53 0.84 1.72  0.0001
C: -4.73 1.45 0.74  0.0003
C: -3.40 1.03 0.60  0.0002
O: -2.62 1.55 -0.40  0.0001
O: -5.93 -0.69 3.45  0.0002
H: -1.86 -0.22 1.28  0.0001
H: -3.33 -1.43 2.94  -0.0002
H: -6.59 1.02 1.68  0.0000
H: -5.08 2.22 0.06  0.0000
H: -1.86 0.97 -0.46  0.0000
H: -6.83 -0.69 3.10  0.0000
C: 4.56 -0.96 6.10  0.0000
O: 3.68 -1.40 4.99  0.0000
C: 3.23 -0.26 4.11  0.0000
C: 4.33 0.30 3.13  0.0000
O: 5.32 -0.69 2.66  0.0000
C: 4.78 -1.69 1.85  0.0000
H: 5.42 -0.46 5.64  0.0000
H: 4.79 -1.91 6.59  0.0000
H: 4.06 -0.29 6.80  0.0000
H: 2.87 0.48 4.82  0.0000
H: 2.37 -0.60 3.52  0.0000
H: 5.06 0.93 3.65  0.0000
H: 3.91 0.91 2.33  0.0000
H: 4.08 -1.27 1.12  0.0000
H: 4.34 -2.41 2.54  0.0000
H: 5.67 -2.13 1.40  0.0000

Charge   0
Multiplicity   2
⟨S²⟩   0.768
Kohn-Sham gap (spin up / spin down)   6.06 / 2.25 eV


No. 2
CH2N2O3S as an isolated structure, computed with ωB97M-V/def2-TZVPD.

Last column: natural (NBO) charge in e.
Cartesian coordinates (Å):
C: -1.74 0.38 0.37  0.9084
N: 1.96 0.87 -0.66  -0.9414
N: -0.94 0.58 -0.52  -0.8452
O: -2.21 -0.02 1.35  -0.4322
O: 0.83 0.34 1.58  -0.8884
O: 0.80 -1.50 0.01  -0.8701
S: 1.12 0.12 0.21  2.0846
H: 0.91 -1.79 -0.95  0.5119
H: -0.72 1.00 -1.40  0.4724

Relative energy (zero: lowest compared OMol25 entry of this formula, charge and spin)   62.4 kcal per mole
Charge   0
Kohn-Sham gap   9.77 eV


No. 3
A 2-piece molecular cluster, C7H14N5O overall, computed with ωB97M-V/def2-TZVPD.

Last column: natural (NBO) charge in e.
Cartesian coordinates (Å):
C: 1.32 2.50 -1.27  -0.1193
C: 1.51 2.75 -2.57  -0.0967
C: 0.21 -0.77 -0.43  -0.1836
C: 0.27 1.48 -0.93  0.0484
C: 0.82 -0.37 2.36  -0.6224
C: -2.23 -3.10 1.03  -0.2585
C: 0.74 0.85 1.47  -0.2066
N: 0.78 2.12 -3.55  -0.0475
N: 0.20 1.05 -3.34  0.0241
N: 0.61 0.51 0.08  -0.4295
N: 0.17 0.58 -2.10  0.0761
N: 0.09 -0.65 -1.80  0.0886
O: -2.28 -1.72 0.69  -0.7352
H: 1.84 3.02 -0.48  0.2547
H: 2.21 3.48 -2.95  0.2528
H: 0.90 -1.59 -0.18  0.2740
H: -0.80 -1.13 -0.02  0.3412
H: -0.72 1.97 -0.75  0.2038
H: -0.12 -0.92 2.36  0.2172
H: 1.62 -1.04 2.05  0.2152
H: 1.03 -0.06 3.38  0.2482
H: -3.13 -3.40 1.56  0.1969
H: -1.37 -3.24 1.69  0.1890
H: -2.11 -3.72 0.14  0.1806
H: -0.11 1.48 1.78  0.1918
H: 1.65 1.45 1.59  0.2060
H: -3.09 -1.57 0.19  0.4907

Relative energy (zero: lowest compared OMol25 entry of this formula, charge and spin)   92.8 kcal per mole
Charge   +1
Kohn-Sham gap (spin up / spin down)   6.84 / 6.84 eV


No. 4
C25H19Br2IN3O5W as an isolated structure, computed with ωB97M-V/def2-TZVPD.

Last column: natural (NBO) charge in e.
Cartesian coordinates (Å):
W: 0.19 -0.09 -0.23  2.1446
C: 1.07 -3.71 -0.90  -0.6437
C: 1.54 -3.10 0.38  0.1750
N: 2.30 -3.86 1.17  -0.3480
C: 2.77 -3.48 2.34  0.0303
C: 2.48 -2.26 2.90  0.0022
C: 2.97 -1.87 4.26  -0.1013
O: 3.55 -0.59 4.31  -0.7154
C: 1.70 -1.37 2.09  -0.1846
C: 1.32 -0.08 2.52  0.2732
N: 0.56 0.69 1.69  -0.5766
C: -0.01 1.84 2.24  0.1422
C: -0.52 1.87 3.55  -0.2094
C: -1.07 3.02 4.07  -0.1874
C: -1.16 4.17 3.29  -0.1747
C: -0.68 4.17 1.99  -0.2261
C: -0.10 3.02 1.50  -0.1191
I: 0.78 3.01 -0.48  0.3477
C: 1.24 -1.82 0.81  -0.1803
O: 1.77 0.03 -0.80  -0.6640
H: 0.44 -4.58 -0.69  0.2465
H: 1.92 -4.06 -1.48  0.2401
H: 0.49 -2.98 -1.48  0.2198
H: 3.39 -4.21 2.84  0.2083
H: 3.66 -2.63 4.63  0.1940
H: 2.12 -1.82 4.96  0.2017
H: 4.41 -0.60 3.87  0.4820
H: 1.64 0.31 3.48  0.2529
H: -0.49 0.96 4.14  0.2280
H: -1.43 3.02 5.08  0.2370
H: -1.59 5.07 3.71  0.2368
H: -0.73 5.06 1.38  0.2433
C: 1.46 -1.18 -3.63  -0.6680
C: 0.19 -0.40 -3.75  0.3034
C: -0.39 -0.18 -5.02  -0.2453
C: -1.52 0.58 -5.15  -0.0843
C: -2.11 1.15 -4.00  -0.1301
C: -3.24 2.00 -3.98  -0.0411
Br: -4.09 2.47 -5.60  0.1075
C: -3.74 2.49 -2.79  -0.2432
C: -3.14 2.15 -1.58  -0.1276
Br: -3.79 2.81 0.07  0.1146
C: -2.04 1.31 -1.53  0.3277
O: -1.42 0.93 -0.41  -0.7330
C: -1.50 0.83 -2.76  0.1309
N: -0.38 0.06 -2.65  -0.4563
H: 1.26 -2.24 -3.79  0.2469
H: 1.89 -1.03 -2.64  0.2470
H: 2.16 -0.86 -4.39  0.2443
H: 0.09 -0.62 -5.88  0.2389
H: -1.96 0.74 -6.12  0.2494
H: -4.60 3.14 -2.78  0.2574
O: -1.53 -1.18 1.29  -0.6522
C: -1.94 -1.84 0.32  0.6639
O: -1.38 -1.75 -0.80  -0.6739
H: -2.81 -2.51 0.44  0.1482

Charge   +1
Kohn-Sham gap   5.96 eV


No. 5
A 2-piece molecular cluster, CH6NO overall, computed with ωB97M-V/def2-TZVPD.

Last column: Löwdin spin population.
Cartesian coordinates (Å):
O: -0.55 2.34 -0.83  0.0082
H: -1.17 2.79 -0.20  0.0004
C: 0.40 -1.77 0.79  0.5990
N: 0.25 -0.58 0.02  0.0150
H: 0.34 -1.64 1.85  0.1026
H: -0.63 -2.30 0.90  0.1081
H: 1.08 -2.56 0.30  0.1422
H: 0.06 0.51 -0.15  0.0044
H: 0.53 -0.84 -0.92  0.0200

Relative energy (zero: lowest compared OMol25 entry of this formula, charge and spin)   29.7 kcal per mole
Charge   -2
Multiplicity   2
⟨S²⟩   0.751
Kohn-Sham gap (spin up / spin down)   3.88 / 7.83 eV


No. 6
One molecule with the formula C17H26N4O5S, computed with ωB97M-V/def2-TZVPD.

Last column: natural (NBO) charge in e.
Cartesian coordinates (Å):
O: 0.98 4.24 0.09  -0.3753
N: 0.26 3.44 0.67  0.5319
O: -0.85 3.74 1.10  -0.4283
C: 0.73 2.11 0.82  -0.0688
C: 2.04 1.85 0.40  -0.1153
C: 2.55 0.58 0.45  -0.4092
C: 1.77 -0.47 0.93  -0.1450
C: 0.49 -0.24 1.36  -0.2471
C: -0.09 1.06 1.33  0.2424
N: -1.32 1.29 1.79  -0.5615
C: -2.27 0.30 2.24  -0.2125
C: -2.96 -0.41 1.07  -0.4150
H: -2.22 -0.94 0.46  0.2136
H: -3.44 0.34 0.44  0.2042
C: -3.99 -1.42 1.57  -0.2100
N: -4.42 -2.32 0.51  -0.4393
C: -5.07 -3.51 1.02  -0.2486
C: -5.39 -4.45 -0.14  -0.0730
O: -6.23 -3.83 -1.08  -0.5198
C: -5.63 -2.66 -1.58  -0.0721
C: -5.31 -1.67 -0.45  -0.2560
H: -4.81 -0.80 -0.88  0.2044
H: -6.25 -1.35 0.03  0.1688
H: -6.34 -2.22 -2.28  0.1953
H: -4.70 -2.91 -2.11  0.1656
H: -5.93 -5.33 0.22  0.1952
H: -4.45 -4.76 -0.62  0.1656
H: -4.39 -4.01 1.72  0.2030
H: -6.00 -3.26 1.56  0.1683
H: -3.52 -2.04 2.34  0.1939
H: -4.84 -0.90 2.03  0.1667
H: -1.77 -0.43 2.88  0.1944
H: -3.02 0.81 2.84  0.2111
H: -1.65 2.25 1.69  0.4381
H: -0.10 -1.06 1.74  0.2164
H: 2.21 -1.45 0.97  0.2481
S: 4.23 0.25 -0.11  2.3338
O: 4.60 -1.03 0.42  -0.9421
O: 5.03 1.40 0.19  -0.9341
N: 4.20 0.10 -1.76  -0.6523
C: 3.36 -0.96 -2.28  -0.2376
H: 3.85 -1.37 -3.17  0.2035
H: 3.27 -1.74 -1.53  0.2298
C: 2.03 -0.29 -2.66  -0.4287
H: 1.32 -0.38 -1.83  0.2104
H: 1.59 -0.76 -3.53  0.2181
C: 2.39 1.18 -2.91  -0.4309
H: 1.78 1.85 -2.31  0.2149
H: 2.25 1.45 -3.96  0.2171
C: 3.88 1.29 -2.52  -0.2393
H: 4.51 1.30 -3.41  0.2046
H: 4.12 2.16 -1.92  0.2338
H: 2.65 2.67 0.06  0.2692

Relative energy (zero: lowest compared OMol25 entry of this formula, charge and spin)   102.8 kcal per mole
Charge   0
Kohn-Sham gap   7.98 eV
SMILES   O=[N+]([O-])c1cc(S(=O)(=O)N2CCCC2)ccc1NCCCN1CCOCC1


No. 7
C18H15BrN6PdS2 as an isolated structure, computed with ωB97M-V/def2-TZVPD.

Last column: natural (NBO) charge in e.
Cartesian coordinates (Å):
Pd: 0.13 -0.35 -0.02  0.9589
N: -3.12 -0.20 -0.97  -0.7801
C: -2.85 -0.91 0.13  0.2623
N: -1.64 -1.02 0.66  -0.5357
C: -1.63 -1.81 1.80  0.1153
C: -2.83 -2.34 2.11  -0.3943
S: -4.04 -1.81 0.99  0.5110
C: -0.34 -1.90 2.47  0.0818
C: -0.02 -2.62 3.56  -0.3885
S: 1.63 -2.34 3.99  0.4929
C: 1.79 -1.25 2.66  0.2766
N: 0.69 -1.11 1.95  -0.5795
N: 2.96 -0.64 2.41  -0.7754
H: -2.42 0.39 -1.39  0.4173
H: -4.07 -0.10 -1.30  0.4348
H: -3.09 -2.95 2.95  0.2756
H: -0.63 -3.28 4.14  0.2712
H: 3.73 -0.73 3.04  0.4272
H: 2.99 0.10 1.73  0.4158
Br: 4.98 4.65 2.19  0.1698
C: 4.04 3.32 1.27  -0.0685
C: 2.74 3.00 1.64  -0.2082
C: 2.05 2.01 0.96  -0.2406
C: 2.66 1.34 -0.10  0.1182
C: 3.97 1.67 -0.48  -0.2243
C: 4.65 2.65 0.21  -0.2024
N: 1.89 0.33 -0.76  -0.4302
C: 2.23 -0.18 -1.88  0.1659
C: 1.32 -1.12 -2.52  0.0993
C: 1.66 -1.83 -3.66  -0.1689
C: 0.73 -2.72 -4.19  -0.1127
C: -0.49 -2.87 -3.57  -0.2051
C: -0.77 -2.12 -2.43  0.0840
N: 0.11 -1.27 -1.92  -0.4554
H: 2.26 3.53 2.46  0.2543
H: 1.04 1.78 1.25  0.2276
H: 4.48 1.17 -1.29  0.2297
H: 5.66 2.91 -0.08  0.2572
H: 3.14 0.11 -2.40  0.2236
H: 2.63 -1.69 -4.12  0.2543
H: 0.97 -3.29 -5.08  0.2597
H: -1.23 -3.55 -3.95  0.2607
H: -1.72 -2.21 -1.92  0.2247

Relative energy (zero: lowest compared OMol25 entry of this formula, charge and spin)   0.0 kcal per mole
Charge   +2
Kohn-Sham gap   6.50 eV


No. 8
A 3-piece molecular cluster, C10H27BO13P2S2 overall, computed with ωB97M-V/def2-TZVPD.

Last column: natural (NBO) charge in e.
Cartesian coordinates (Å):
O: -0.93 0.42 0.13  -0.9632
S: -0.65 0.35 -1.28  2.4074
O: 0.62 -0.24 -1.53  -0.9345
O: -1.74 -0.47 -2.06  -0.7041
C: -3.11 -0.01 -1.82  -0.0803
C: -3.23 1.47 -1.49  -0.4592
C: -2.22 2.37 -2.21  -0.4068
C: -0.71 1.97 -2.03  -0.7842
S: 0.02 1.80 -3.72  0.0308
B: 0.19 3.06 -1.26  1.1657
O: 0.58 2.94 0.03  -0.8853
O: 0.62 4.14 -1.98  -0.8744
H: -3.50 -0.60 -0.99  0.2085
H: -3.70 -0.30 -2.69  0.2072
H: -4.22 1.80 -1.81  0.2389
H: -3.19 1.58 -0.40  0.2341
H: -2.36 3.37 -1.79  0.2180
H: -2.43 2.44 -3.27  0.2339
H: -0.56 0.63 -4.05  0.1348
H: -0.16 2.74 0.62  0.5159
H: -0.04 4.46 -2.60  0.4998
C: 3.33 0.13 0.20  -0.2657
O: 4.14 1.30 0.42  -0.7849
P: 5.31 1.61 -0.62  2.5544
O: 6.38 0.62 -0.46  -1.1065
O: 5.70 3.05 0.00  -0.8402
C: 4.85 3.82 0.84  -0.2385
O: 5.24 2.08 -2.14  -0.8166
C: 6.50 2.39 -2.76  -0.2412
H: 2.55 0.12 0.96  0.1999
H: 2.86 0.16 -0.78  0.2047
H: 3.94 -0.77 0.30  0.1978
H: 5.06 3.61 1.89  0.1797
H: 3.79 3.64 0.65  0.1900
H: 5.06 4.87 0.65  0.1821
H: 7.01 1.48 -3.04  0.1983
H: 7.12 2.98 -2.09  0.1979
H: 6.27 2.98 -3.64  0.1887
C: -1.96 -2.77 0.73  -0.2658
O: -2.50 -2.85 2.07  -0.7813
P: -3.57 -3.99 2.37  2.5539
O: -4.82 -3.66 1.67  -1.1094
O: -3.66 -3.70 3.96  -0.8390
C: -2.67 -3.00 4.72  -0.2368
O: -3.40 -5.56 2.47  -0.8178
C: -4.57 -6.29 2.88  -0.2416
H: -1.21 -1.98 0.72  0.2184
H: -1.49 -3.71 0.44  0.1860
H: -2.75 -2.52 0.02  0.1884
H: -2.93 -1.94 4.78  0.1821
H: -1.68 -3.10 4.29  0.1844
H: -2.67 -3.43 5.72  0.1857
H: -5.25 -6.40 2.05  0.1991
H: -5.06 -5.80 3.71  0.1988
H: -4.22 -7.27 3.20  0.1922

Charge   0
Kohn-Sham gap   9.70 eV
SMILES   O=S1(=O)OCCC[C@@]1(S)B(O)O.COP(=O)(OC)OC.COP(=O)(OC)OC